3 unconnected molecules or ions with the total composition C3H10NO2 at a distorted geometry. Source: the OMol25 dataset; level of theory: ωB97M-V/def2-TZVPD.

Values from the calculation:
- HOMO energy (alpha / beta): -0.181 / -0.336 hartree
- Energy: -8854.434 eV
- Spin multiplicity: 2
- Energy relative to the best compared isomer or geometry (same formula, charge and spin): 1.3819 eV

Positions of all 16 atoms, in Å:
C: -0.220 -0.386 -0.582
C: -1.169 0.140 0.172
C: 1.599 1.338 -0.275
N: 0.878 0.497 -0.988
H: -0.017 -1.401 -0.858
H: -1.230 1.147 0.574
H: -2.126 -0.321 0.385
H: 2.121 2.149 -0.725
H: 1.853 1.361 0.816
H: 0.956 0.509 -2.002
H: -4.558 -0.912 1.960
H: -5.644 -1.829 1.316
O: -4.691 -1.692 1.416
H: 4.373 0.483 -0.913
H: 4.292 0.290 0.633
O: 3.784 0.260 -0.185



A molecular structure, C31H18F12N6O2Rh at a distorted geometry. Source: the OMol25 dataset; level of theory: ωB97M-V/def2-TZVPD.

Values from the calculation:
- Charge: -1
- HOMO energy (alpha / beta): -0.185 / -0.206 hartree
- Energy: -81094.701 eV
- Spin multiplicity: 5
- Energy relative to the best compared isomer or geometry (same formula, charge and spin): 0.7920 eV

Positions of all 70 atoms, in Å:
Rh: 0.616 0.726 -1.294
C: -0.810 0.720 4.875
C: -0.618 0.193 3.485
C: -1.700 -0.102 2.664
C: -1.508 -0.595 1.393
C: -0.217 -0.766 0.863
N: -0.053 -1.097 -0.460
C: -0.536 -2.190 -1.063
C: -1.175 -3.201 -0.300
C: -1.686 -4.341 -0.866
C: -1.563 -4.566 -2.234
C: -2.138 -5.772 -2.910
C: -0.879 -3.617 -2.987
C: -0.366 -2.449 -2.452
C: 0.370 -1.518 -3.435
O: 1.062 -0.463 -2.998
C: 1.394 -2.373 -4.264
F: 2.374 -1.612 -4.745
F: 1.967 -3.334 -3.529
F: 0.879 -3.007 -5.343
C: -0.728 -0.950 -4.403
F: -0.207 -0.114 -5.306
F: -1.437 -1.848 -5.117
F: -1.630 -0.259 -3.693
C: 0.892 -0.456 1.695
C: 0.663 -0.009 2.984
C: 2.292 -0.451 1.063
O: 2.376 0.281 -0.057
C: 2.788 -1.923 0.841
F: 1.963 -2.689 0.125
F: 2.937 -2.593 2.009
F: 3.974 -1.974 0.234
C: 3.358 0.186 2.011
F: 3.043 1.454 2.320
F: 3.578 -0.437 3.190
F: 4.553 0.246 1.418
H: -1.728 1.300 4.947
H: 0.026 1.353 5.167
H: -0.869 -0.110 5.580
H: -2.703 0.074 3.021
H: -2.348 -0.825 0.754
H: -1.249 -3.052 0.767
H: -2.170 -5.076 -0.237
H: -2.588 -6.449 -2.187
H: -1.364 -6.303 -3.466
H: -2.903 -5.464 -3.624
H: -0.766 -3.824 -4.040
H: 1.482 0.226 3.641
N: 2.460 4.769 -0.309
C: 2.150 3.714 -1.106
N: 1.218 2.958 -0.607
C: 0.887 3.511 0.608
C: -0.035 3.114 1.569
C: -0.189 3.912 2.682
C: 0.578 5.063 2.867
C: 1.529 5.451 1.946
C: 1.667 4.671 0.809
H: 3.146 5.477 -0.502
H: 2.618 3.534 -2.054
H: -0.596 2.200 1.455
H: -0.920 3.645 3.429
H: 0.435 5.656 3.759
H: 2.146 6.322 2.101
N: -1.233 1.722 -1.365
C: -2.235 1.858 -0.781
C: -3.395 2.117 -0.103
C: -4.572 1.416 -0.364
N: -5.549 0.842 -0.570
C: -3.391 3.132 0.853
N: -3.372 3.965 1.649



9 unconnected molecules or ions with the total composition C5H31N2O8 at a distorted geometry. Source: the OMol25 dataset; level of theory: ωB97M-V/def2-TZVPD.

Values from the calculation:
- Charge: +1
- HOMO energy: -0.450 hartree
- Energy: -25039.590 eV
- Energy relative to the best compared isomer or geometry (same formula, charge and spin): 4.9714 eV

Positions of all 46 atoms, in Å:
C: -1.460 2.651 -1.476
C: -0.611 1.403 -1.605
C: -1.741 0.466 -2.257
C: -1.244 -1.053 -2.503
C: 0.033 -2.769 -0.973
N: -0.870 -1.569 -1.082
N: -0.284 0.825 -0.206
H: -0.917 3.491 -0.894
H: -2.394 2.662 -0.875
H: -1.835 3.119 -2.562
H: 0.225 1.654 -2.459
H: -2.218 0.744 -3.168
H: -2.573 0.468 -1.479
H: -1.955 -1.617 -3.094
H: -0.485 -1.055 -3.238
H: -0.303 -3.641 -1.477
H: 0.984 -2.668 -1.497
H: 0.123 -3.009 0.001
H: -1.678 -1.851 -0.508
H: -1.186 0.622 0.324
H: 0.512 1.276 0.246
H: 0.076 -0.214 -0.397
H: 0.424 0.210 2.654
H: 1.210 -0.939 3.447
O: 0.448 -0.677 2.955
H: 3.298 -0.674 -1.147
H: 2.553 0.688 -1.436
O: 2.526 -0.186 -0.935
H: -1.671 -1.226 4.053
H: -0.800 -0.239 4.500
O: -1.726 -0.319 4.400
H: 3.046 -0.654 2.248
H: 3.730 0.707 2.940
O: 3.251 0.337 2.199
H: -2.233 -1.219 1.561
H: -1.475 0.009 2.284
O: -1.920 -0.286 1.472
H: 2.164 1.557 0.461
H: 3.481 2.210 1.082
O: 2.518 2.436 0.726
H: 1.928 3.184 -2.725
H: 2.609 2.676 -1.432
O: 2.442 2.481 -2.338
H: -2.305 -3.807 0.879
H: -1.765 -3.252 2.107
O: -1.932 -2.952 1.223



2 unconnected molecules or ions with the total composition CH4N2O3 at a distorted geometry. Source: the OMol25 dataset; level of theory: ωB97M-V/def2-TZVPD.

Values from the calculation:
- HOMO energy (alpha / beta): -0.306 / -0.358 hartree
- Energy: -10218.077 eV
- Energy relative to the best compared isomer or geometry (same formula, charge and spin): 4.3499 eV

Positions of all 10 atoms, in Å:
C: -0.242 -0.214 -0.236
N: -1.154 0.610 -0.755
N: 1.141 0.205 0.042
O: 1.522 1.399 0.101
O: 1.914 -0.731 0.207
O: -0.343 -1.502 -0.377
H: -0.455 0.097 1.807
H: -0.724 1.570 -0.558
H: -2.062 0.440 -0.451
H: 0.404 -1.874 0.219



A molecular structure, C29H32As2O8P2PtS3Se at a distorted geometry. Source: the OMol25 dataset; level of theory: ωB97M-V/def2-TZVPD.

Values from the calculation:
- HOMO energy (alpha / beta): -0.261 / -0.260 hartree
- Energy: -288329.316 eV
- Energy relative to the best compared isomer or geometry (same formula, charge and spin): 3.7354 eV

Positions of all 78 atoms, in Å:
Pt: 0.418 -0.569 0.640
O: 0.230 0.045 4.956
P: 0.310 0.194 3.371
O: 0.562 -1.177 2.718
O: -0.847 0.980 2.873
O: 1.676 1.094 3.243
P: 2.173 1.833 1.895
O: 2.915 0.624 1.139
O: 3.101 2.933 2.198
O: 0.909 2.097 1.036
H: 0.842 -0.626 5.289
H: 3.792 0.466 1.515
C: 0.432 -0.403 -3.146
As: 0.786 0.443 -1.471
C: 2.442 1.352 -1.793
C: -0.507 1.916 -1.534
C: -0.282 3.048 -2.311
C: -1.145 4.137 -2.234
C: -2.229 4.096 -1.369
C: -2.457 2.963 -0.595
C: -1.604 1.870 -0.683
As: -1.929 0.168 0.218
C: -3.441 0.527 1.351
C: -2.828 -0.603 -1.324
H: 0.289 0.389 -3.878
H: -0.450 -1.029 -3.067
H: 1.274 -1.038 -3.415
H: 2.385 1.831 -2.766
H: 3.246 0.620 -1.788
H: 2.614 2.083 -1.008
H: 0.574 3.099 -2.974
H: -0.957 5.018 -2.835
H: -2.901 4.944 -1.296
H: -3.298 2.947 0.087
H: -4.217 1.012 0.762
H: -3.119 1.144 2.184
H: -3.803 -0.428 1.724
H: -3.345 0.197 -1.850
H: -3.533 -1.364 -1.004
H: -2.089 -1.071 -1.969
Se: -0.255 3.529 2.531
C: 0.179 4.992 1.450
C: 1.395 5.114 0.763
C: 1.616 6.239 -0.015
C: 0.657 7.245 -0.094
C: -0.542 7.127 0.599
C: -0.792 5.995 1.358
H: 2.155 4.351 0.868
H: 2.549 6.335 -0.556
H: 0.847 8.128 -0.691
H: -1.289 7.907 0.534
H: -1.732 5.891 1.889
O: 0.311 -2.271 -0.908
C: 0.308 -3.590 -0.447
C: -0.083 -4.507 -1.602
C: -0.621 -5.757 -1.584
C: -0.782 -6.310 -2.894
C: -0.369 -5.456 -3.869
S: 0.209 -3.987 -3.210
C: -0.673 -3.766 0.712
C: -0.421 -3.960 2.034
C: -1.602 -3.942 2.843
C: -2.728 -3.738 2.111
S: -2.364 -3.571 0.446
C: 1.717 -3.998 0.007
C: 2.188 -5.199 0.442
C: 3.556 -5.147 0.856
C: 4.090 -3.902 0.720
S: 2.945 -2.806 0.077
H: -0.912 -6.261 -0.670
H: -1.181 -7.297 -3.091
H: -0.379 -5.613 -4.938
H: 0.576 -4.099 2.432
H: -1.596 -4.074 3.919
H: -3.753 -3.686 2.452
H: 1.578 -6.094 0.473
H: 4.107 -6.000 1.233
H: 5.102 -3.583 0.931



A molecular structure, C4H5NO2 at a distorted geometry. Source: the OMol25 dataset; level of theory: ωB97M-V/def2-TZVPD.

Values from the calculation:
- HOMO energy: -0.342 hartree
- Energy: -9809.920 eV
- Energy relative to the best compared isomer or geometry (same formula, charge and spin): 4.3946 eV

Positions of all 12 atoms, in Å:
N: -0.202 -1.511 0.704
C: 0.143 -0.346 -0.011
C: 1.239 0.565 0.385
C: -0.361 0.959 0.404
O: -0.673 1.437 -0.888
C: -0.446 0.132 -1.336
O: -0.833 -0.348 -2.345
H: 0.610 -2.089 0.854
H: -0.898 -2.017 0.177
H: 0.904 1.159 1.267
H: 1.598 1.150 -0.457
H: -1.114 0.944 1.195



11 unconnected molecules or ions with the total composition C33H68Br6N8O5 at a distorted geometry. Source: the OMol25 dataset; level of theory: ωB97M-V/def2-TZVPD.

Values from the calculation:
- HOMO energy: -0.340 hartree
- Energy: -477733.801 eV
- SMILES: CN(C)C=O.CN(C)C=O.CN(C)C=O.CN(C)C=O.CN(C)C=O.BrCCBr.BrCCBr.BrCCBr.CCCC#N.CCCC#N.CCCC#N

Positions of all 120 atoms, in Å:
C: -5.713 -5.508 -1.084
O: -6.274 -5.917 -0.091
N: -4.897 -4.468 -1.160
C: -4.243 -4.053 0.166
C: -4.101 -4.070 -2.389
H: -5.838 -5.940 -2.089
H: -3.303 -4.577 0.338
H: -4.877 -4.181 1.043
H: -3.863 -3.042 0.015
H: -3.031 -4.260 -2.475
H: -4.630 -4.502 -3.239
H: -4.265 -2.995 -2.457
C: 1.639 5.918 1.923
O: 2.731 5.462 2.421
N: 1.056 5.259 0.886
C: 1.662 4.115 0.181
C: -0.165 5.759 0.252
H: 1.135 6.776 2.395
H: 1.126 3.166 0.217
H: 2.652 3.788 0.497
H: 1.872 4.445 -0.836
H: -0.897 6.379 0.768
H: 0.040 6.262 -0.693
H: -0.766 4.873 0.049
C: -0.263 3.976 -3.076
O: -0.356 3.034 -2.359
N: -1.246 4.881 -3.246
C: -0.961 6.169 -4.042
C: -2.506 4.827 -2.530
H: 0.610 4.199 -3.709
H: -1.828 6.579 -4.560
H: -0.093 6.099 -4.699
H: -0.629 6.804 -3.221
H: -3.248 5.111 -3.276
H: -2.736 3.872 -2.057
H: -2.469 5.498 -1.672
C: 4.229 1.442 -4.097
O: 3.594 0.916 -4.995
N: 3.667 1.704 -2.885
C: 4.636 1.954 -1.804
C: 2.272 1.560 -2.458
H: 5.253 1.832 -4.209
H: 4.291 2.787 -1.192
H: 5.619 2.225 -2.189
H: 4.627 1.191 -1.026
H: 1.846 2.467 -2.028
H: 1.587 1.342 -3.277
H: 2.224 0.741 -1.740
C: -0.383 -4.327 -2.516
O: -0.059 -3.134 -2.266
N: -0.672 -5.274 -1.605
C: -0.890 -6.644 -1.945
C: -0.348 -5.011 -0.163
H: -0.475 -4.608 -3.577
H: -1.858 -6.923 -1.529
H: -0.200 -7.394 -1.558
H: -0.940 -6.939 -2.993
H: -0.479 -3.978 0.161
H: -1.061 -5.534 0.475
H: 0.719 -5.096 0.041
C: 4.100 2.491 5.750
C: 3.863 1.965 4.301
C: 3.348 0.501 4.253
C: 2.031 0.241 4.892
N: 1.046 0.055 5.494
H: 3.153 2.359 6.273
H: 4.546 3.474 5.901
H: 4.850 1.814 6.158
H: 4.817 1.947 3.776
H: 3.327 2.754 3.773
H: 4.109 -0.261 4.421
H: 3.284 0.327 3.179
C: -2.247 3.315 2.683
C: -1.309 2.527 3.643
C: -1.251 3.120 5.047
C: -2.384 2.602 5.829
N: -3.282 2.117 6.388
H: -3.225 3.403 3.158
H: -2.168 3.090 1.620
H: -1.861 4.335 2.673
H: -0.284 2.561 3.275
H: -1.608 1.480 3.593
H: -1.247 4.205 5.144
H: -0.322 2.770 5.497
C: -2.141 -5.524 3.640
C: -1.476 -4.828 4.810
C: -1.408 -3.236 4.572
C: -1.534 -2.731 3.176
N: -1.538 -2.274 2.136
H: -1.956 -6.594 3.727
H: -1.723 -5.135 2.712
H: -3.193 -5.240 3.598
H: -0.455 -5.197 4.907
H: -1.905 -4.962 5.803
H: -0.503 -2.787 4.982
H: -2.288 -2.766 5.011
Br: -2.603 -0.784 -1.077
C: -1.183 0.172 -0.059
C: 0.175 -0.567 -0.159
Br: 1.582 0.456 0.843
H: -1.563 0.311 0.953
H: -0.948 1.170 -0.429
H: 0.751 -0.706 -1.073
H: 0.112 -1.499 0.403
Br: 3.562 -2.230 -5.529
C: 3.562 -3.075 -3.714
C: 3.256 -1.998 -2.729
Br: 3.169 -2.731 -0.874
H: 4.556 -3.473 -3.512
H: 2.808 -3.862 -3.750
H: 2.385 -1.379 -2.944
H: 4.026 -1.234 -2.832
Br: -2.082 0.877 -4.674
C: -0.949 -0.647 -4.025
C: 0.338 -0.861 -4.804
Br: -0.032 -1.165 -6.706
H: -1.576 -1.512 -3.809
H: -0.626 -0.337 -3.031
H: 0.573 -1.857 -4.427
H: 1.018 -0.022 -4.659



A molecular structure, C4H7NO2 at a distorted geometry. Source: the OMol25 dataset; level of theory: ωB97M-V/def2-TZVPD.

Values from the calculation:
- HOMO energy: -0.353 hartree
- Energy: -9843.763 eV
- Energy relative to the best compared isomer or geometry (same formula, charge and spin): 3.5170 eV

Positions of all 14 atoms, in Å:
O: -0.121 1.463 -1.590
C: -0.177 0.828 -0.355
C: -1.140 -0.318 -0.341
N: -0.665 -1.313 0.655
C: 0.782 -1.069 0.877
C: 1.133 0.124 0.008
O: 2.203 0.454 -0.449
H: 0.821 1.533 -1.812
H: -0.428 1.512 0.470
H: -2.208 -0.174 -0.234
H: -1.013 -0.843 -1.431
H: -0.738 -1.703 -0.369
H: 1.366 -1.941 0.571
H: 1.057 -0.868 1.927